(1)
A 8-piece molecular cluster, C17H50O8 overall, computed with the ωB97M-V functional and the def2-TZVPD basis.

Results
relative energy (zero: lowest compared OMol25 entry of this formula, charge and spin) = 1.666 eV
orbital gap = 10.218 eV
HOMO = -0.3614 hartree
net charge = 0
SMILES string = CC(C)O.CCO.CCO.CCO.CCO.CCO.CCO.CCO

Atoms and positions in Å:
C -0.341 1.518 0.842
C 0.407 0.527 -0.023
O 1.246 -0.278 0.791
H 0.350 2.135 1.407
H -1.048 1.006 1.501
H -0.995 2.085 0.171
H 1.079 1.104 -0.675
H -0.260 -0.056 -0.661
H 1.377 -1.123 0.341
C -0.733 -1.483 -3.084
C -2.035 -0.723 -3.246
O -1.733 0.624 -3.595
H -0.921 -2.411 -2.546
H 0.016 -0.899 -2.550
H -0.298 -1.692 -4.064
H -2.572 -0.742 -2.285
H -2.695 -1.219 -3.964
H -2.519 1.175 -3.549
C -1.985 -1.352 3.979
C -0.866 -1.106 2.978
O 0.203 -0.464 3.670
H -2.711 -2.047 3.550
H -2.517 -0.429 4.215
H -1.604 -1.756 4.917
H -1.261 -0.433 2.208
H -0.499 -2.039 2.545
H 0.881 -0.239 3.019
C -2.393 5.333 -1.104
C -3.545 4.466 -1.592
O -3.310 3.890 -2.868
H -1.579 4.725 -0.709
H -2.691 5.988 -0.282
H -2.010 5.970 -1.904
H -4.502 4.997 -1.552
H -3.652 3.622 -0.905
H -3.129 4.600 -3.491
C 3.212 1.632 -4.239
C 1.922 1.097 -3.665
O 0.975 0.947 -4.708
H 2.996 2.516 -4.835
H 3.647 0.889 -4.909
H 3.904 1.846 -3.427
H 1.528 1.778 -2.896
H 2.075 0.139 -3.143
H 0.090 0.973 -4.326
C 3.822 0.098 3.262
C 3.607 -1.237 3.911
O 4.505 -1.393 5.043
H 3.116 0.263 2.441
H 4.822 0.168 2.831
H 3.700 0.919 3.970
H 3.861 -2.051 3.222
H 2.595 -1.439 4.252
H 5.247 -1.932 4.758
C -4.416 0.219 0.754
C -4.239 0.411 2.254
O -5.180 1.237 2.891
H -3.508 -0.299 0.415
H -4.494 1.123 0.147
H -5.241 -0.459 0.543
H -3.214 0.699 2.527
H -4.323 -0.603 2.661
H -5.026 2.145 2.612
C 3.544 -2.472 -0.206
C 2.486 -3.452 -0.675
C 2.733 -4.854 -0.150
O 1.205 -2.962 -0.232
H 3.612 -2.433 0.888
H 3.316 -1.454 -0.525
H 4.527 -2.762 -0.574
H 2.526 -3.429 -1.772
H 2.563 -4.852 0.927
H 3.762 -5.149 -0.346
H 2.050 -5.568 -0.612
H 0.535 -3.573 -0.557

=====

(2)
A single C2H5N5O molecule, computed with the ωB97M-V functional and the def2-TZVPD basis.

Results
relative energy (zero: lowest compared OMol25 entry of this formula, charge and spin) = 5.506 eV
orbital gap = 8.649 eV
HOMO = -0.3082 hartree
net charge = 0
SMILES string = [H]/N=c1\n(O)cnn1N

Atoms and positions in Å:
C -0.510 -1.556 0.144
C -0.039 0.643 -0.123
H 2.619 0.601 1.147
H 2.839 1.058 -0.603
H -1.170 -2.501 0.023
H -2.679 0.887 0.628
H -1.160 2.168 0.142
N 2.458 0.223 0.072
N 0.993 -0.214 -0.309
N 0.729 -1.458 0.047
N -1.039 -0.206 0.028
N -0.099 1.981 0.072
O -2.306 0.122 -0.104

=====

(3)
C27H22HgN6O3S as an isolated structure, computed with the ωB97M-V functional and the def2-TZVPD basis.

Results
relative energy (zero: lowest compared OMol25 entry of this formula, charge and spin) = 0.000 eV
orbital gap = 4.278 eV
HOMO = -0.0219 hartree
net charge = -2

Atoms and positions in Å:
Hg -1.572 -2.081 -0.766
C 2.145 1.045 3.348
O 1.156 1.624 2.519
C 1.459 2.778 1.874
C 2.509 3.613 2.235
C 2.674 4.847 1.615
C 1.786 5.249 0.633
C 0.772 4.389 0.231
C 0.610 3.135 0.809
N -0.423 2.298 0.372
C -0.298 0.984 -0.107
N 0.939 0.405 -0.049
C 1.353 -0.926 -0.337
C 0.582 -2.065 -0.693
C 1.306 -3.245 -0.909
C 2.685 -3.349 -0.800
C 3.420 -2.229 -0.440
C 2.750 -1.049 -0.207
O 3.475 0.082 0.195
C 4.071 0.760 -0.901
N -1.229 0.322 -0.630
C -2.618 0.507 -0.794
C -3.544 -0.163 0.287
C -4.754 0.577 0.647
C -5.187 1.628 -0.064
C -4.369 2.220 -1.102
C -3.147 1.746 -1.370
O -2.332 2.431 -2.259
C -1.834 1.587 -3.307
H 1.756 0.073 3.640
H 2.320 1.650 4.242
H 3.080 0.905 2.798
H 3.183 3.314 3.025
H 3.489 5.492 1.919
H 1.887 6.218 0.161
H 0.093 4.671 -0.565
H -1.184 2.772 -0.094
H 1.695 0.969 0.295
H 0.753 -4.139 -1.162
H 3.182 -4.295 -0.978
H 4.498 -2.258 -0.329
H 4.515 1.677 -0.513
H 3.319 1.011 -1.655
H 4.847 0.146 -1.366
H -3.013 -0.625 1.112
H -5.301 0.254 1.526
H -6.133 2.101 0.177
H -4.723 3.088 -1.646
H -1.559 2.248 -4.129
H -2.615 0.890 -3.626
H -0.963 1.019 -2.977
S -4.568 -1.070 -2.329
C -3.333 -0.833 -1.093
N -1.418 -4.926 0.401
C -1.279 -6.075 0.421
C -1.095 -7.473 0.492
C -1.547 -8.323 -0.540
N -1.908 -9.044 -1.371
C -0.445 -8.041 1.610
N 0.083 -8.521 2.522

=====

(4)
C4H8N2O as an isolated structure, computed with the ωB97M-V functional and the def2-TZVPD basis.

Results
relative energy (zero: lowest compared OMol25 entry of this formula, charge and spin) = 3.845 eV
orbital gap = 8.743 eV
HOMO = -0.3036 hartree
net charge = 0

Atoms and positions in Å:
N 0.113 -2.011 -0.435
C -0.622 -1.175 -1.217
O -1.319 -1.545 -2.144
C -0.492 0.319 -0.912
N 0.264 0.678 0.267
C -0.090 0.611 1.575
C 1.497 1.218 0.425
H -0.049 -2.999 -0.556
H 0.496 -1.689 0.441
H -0.036 0.800 -1.781
H -1.511 0.714 -0.812
H -1.031 1.051 1.920
H 0.480 -0.013 2.254
H 1.587 2.201 0.868
H 2.374 0.753 -0.035

=====

> Which formula does entry 2 have?

C2H5N5O

=====

> The lowest net charge belongs to which entry?

C27H22HgN6O3S